# C45H110N10O5

A 10-piece molecular cluster, C45H110N10O5 overall (ωB97M-V/def2-TZVPD, the Open Molecules 2025 dataset).

```
! wB97M-V def2-TZVPD RIJCOSX def2/J DEFGRID3
* xyz 0 1
C -5.785 -3.508 2.545
C -6.207 -3.159 1.109
N -5.471 -2.053 0.477
C -6.125 -1.690 -0.783
C -7.595 -1.323 -0.721
C -4.096 -2.495 0.198
C -3.133 -1.300 0.145
H -5.615 -2.626 3.159
H -4.825 -4.027 2.474
H -6.527 -4.179 2.969
H -6.169 -4.065 0.482
H -7.254 -2.863 1.157
H -5.568 -0.860 -1.223
H -6.029 -2.519 -1.511
H -8.255 -2.157 -0.493
H -7.767 -0.521 0.002
H -7.922 -0.920 -1.681
H -4.064 -2.987 -0.786
H -3.773 -3.131 1.016
H -3.332 -0.582 -0.645
H -2.128 -1.735 0.160
H -3.210 -0.826 1.128
C -0.052 -1.849 2.703
C 1.100 -2.713 2.236
N 1.269 -3.920 3.013
C 2.451 -4.692 2.677
C 3.371 -4.868 3.888
C 0.087 -4.684 3.323
C -0.687 -5.264 2.117
H 0.026 -0.840 2.294
H 0.001 -1.729 3.789
H -1.027 -2.253 2.427
H 0.970 -2.965 1.165
H 2.009 -2.106 2.300
H 2.257 -5.699 2.274
H 3.006 -4.247 1.844
H 2.817 -5.351 4.687
H 4.229 -5.459 3.549
H 3.818 -3.905 4.136
H -0.597 -4.124 3.965
H 0.435 -5.479 3.991
H -1.384 -6.004 2.519
H -0.083 -5.695 1.321
H -1.296 -4.473 1.669
C 1.950 7.220 5.637
C 0.784 6.418 5.076
N 1.006 6.138 3.645
C 1.913 4.992 3.498
C 2.601 4.942 2.149
C -0.273 5.879 2.954
C -0.696 7.068 2.124
H 2.960 6.821 5.598
H 1.766 7.552 6.666
H 1.914 8.186 5.125
H 0.536 5.517 5.653
H -0.087 7.078 5.053
H 2.644 5.023 4.304
H 1.385 4.031 3.596
H 3.635 4.601 2.238
H 2.112 4.401 1.342
H 2.726 5.944 1.716
H -1.023 5.609 3.712
H -0.249 4.973 2.343
H -1.766 7.228 1.970
H -0.196 6.994 1.156
H -0.401 8.015 2.585
C -0.500 5.165 -5.114
C -0.509 3.654 -4.874
N -1.832 3.008 -4.908
C -2.374 2.895 -6.257
C -3.092 1.584 -6.530
C -2.819 3.569 -3.998
C -2.326 3.559 -2.542
H 0.484 5.568 -4.885
H -1.214 5.600 -4.412
H -0.852 5.406 -6.116
H 0.071 3.108 -5.623
H -0.041 3.376 -3.927
H -1.531 2.986 -6.957
H -2.933 3.762 -6.647
H -3.584 1.188 -5.638
H -2.435 0.846 -6.982
H -3.951 1.766 -7.184
H -3.166 4.574 -4.275
H -3.700 2.922 -4.038
H -3.147 3.663 -1.836
H -1.757 2.657 -2.324
H -1.640 4.402 -2.426
C -0.377 -4.722 -6.890
C -1.147 -4.998 -5.584
N -0.411 -4.743 -4.374
C 0.042 -3.360 -4.212
C -1.052 -2.359 -3.726
C -1.036 -5.360 -3.204
C -0.279 -5.136 -1.892
H 0.576 -5.247 -6.897
H -0.185 -3.648 -6.962
H -0.970 -5.004 -7.757
H -2.110 -4.459 -5.598
H -1.375 -6.065 -5.680
H 0.937 -3.495 -3.595
H 0.525 -2.992 -5.119
H -0.645 -1.631 -3.035
H -1.350 -1.918 -4.682
H -1.918 -2.953 -3.445
H -0.912 -6.421 -3.429
H -2.101 -5.116 -3.106
H 0.294 -4.209 -1.788
H 0.574 -5.824 -1.864
H -0.903 -5.272 -1.014
C -0.622 2.229 5.055
O -1.734 2.384 4.588
N -0.364 1.746 6.290
C 1.004 1.634 6.774
C -1.423 1.142 7.048
H 0.299 2.455 4.495
H 1.643 2.405 6.350
H 1.458 0.670 6.516
H 0.957 1.671 7.861
H -0.989 0.299 7.597
H -1.881 1.810 7.787
H -2.259 0.727 6.488
C 4.623 -3.496 -0.489
O 5.288 -3.618 0.519
N 4.181 -2.310 -0.974
C 4.570 -1.051 -0.402
C 3.341 -2.307 -2.154
H 4.322 -4.344 -1.121
H 5.540 -1.057 0.090
H 3.789 -0.674 0.262
H 4.723 -0.313 -1.196
H 3.785 -1.813 -3.023
H 2.934 -3.269 -2.453
H 2.456 -1.693 -1.943
C 1.541 1.499 0.894
O 1.865 1.931 1.989
N 0.274 1.217 0.528
C -0.818 1.739 1.321
C 0.048 0.773 -0.841
H 2.272 1.241 0.110
H -0.472 2.073 2.293
H -1.571 0.970 1.499
H -1.300 2.583 0.821
H -0.873 0.195 -0.859
H 0.109 1.611 -1.535
H 0.818 0.078 -1.178
C 3.359 -0.223 4.765
O 3.134 -0.633 5.883
N 4.522 0.348 4.375
C 4.752 0.767 3.023
C 5.539 0.631 5.379
H 2.646 -0.205 3.922
H 4.983 1.821 2.868
H 3.824 0.613 2.466
H 5.482 0.170 2.467
H 6.513 0.700 4.894
H 5.401 1.651 5.760
H 5.478 -0.074 6.199
C 2.638 0.918 -4.237
O 1.769 0.759 -3.399
N 2.343 0.902 -5.563
C 3.376 0.950 -6.575
C 1.135 0.249 -6.036
H 3.678 1.204 -4.027
H 3.053 1.599 -7.392
H 3.703 -0.031 -6.922
H 4.262 1.491 -6.226
H 1.311 -0.815 -6.237
H 0.342 0.244 -5.291
H 0.777 0.706 -6.956
*
```

E_tot = -73584.8357 eV
ΔE to the lowest compared entry with this formula, charge and spin = 4.8660 eV
Orbital gap = 7.9 eV
Highest occupied orbital energy = -7.69 eV
SMILES string = CCN(CC)CC.CCN(CC)CC.CCN(CC)CC.CCN(CC)CC.CCN(CC)CC.CN(C)C=O.CN(C)C=O.CN(C)C=O.CN(C)C=O.CN(C)C=O

---

# C45H115N18O8P5

A 9-piece molecular cluster, C45H115N18O8P5 overall (ωB97M-V/def2-TZVPD, the Open Molecules 2025 dataset).

```
! wB97M-V def2-TZVPD RIJCOSX def2/J DEFGRID3
* xyz 1 2
C -3.387 -1.512 3.740
C -3.867 -2.106 4.985
O -5.234 -2.154 4.663
C -5.560 -1.151 3.969
O -6.659 -0.689 3.644
O -4.406 -0.656 3.458
H -3.209 -2.227 2.936
H -2.390 -1.072 3.753
H -3.766 -1.434 5.838
H -3.528 -3.068 5.371
C -5.024 0.741 0.434
C -4.350 2.092 0.401
C -3.717 2.287 -1.055
C -4.642 2.149 -2.173
N -5.371 2.011 -3.027
H -4.215 0.045 0.213
H -5.925 0.696 -0.177
H -5.224 0.536 1.486
H -3.625 2.122 1.214
H -4.990 2.969 0.509
H -2.919 1.593 -1.317
H -3.221 3.258 -1.049
C -0.546 -0.180 1.718
C 0.761 -0.186 0.843
C 1.466 1.170 0.722
C 0.625 2.311 0.157
N -0.038 3.144 -0.321
H -0.491 0.239 2.723
H -0.799 -1.238 1.781
H -1.415 0.291 1.258
H 0.386 -0.553 -0.112
H 1.592 -0.765 1.246
H 2.403 1.239 0.168
H 1.644 1.571 1.719
C 0.365 6.535 -1.841
C 1.733 6.957 -1.271
C 1.982 6.214 0.048
C 1.200 6.730 1.200
N 0.654 7.084 2.129
H -0.406 7.092 -1.309
H 0.214 5.476 -1.629
H 0.179 6.704 -2.901
H 1.890 8.035 -1.320
H 2.457 6.728 -2.054
H 3.046 6.241 0.285
H 1.680 5.170 -0.025
O -1.839 -3.820 2.109
P -2.299 -4.758 1.069
N -3.579 -5.738 1.523
C -4.106 -6.829 0.655
C -4.613 -5.187 2.369
N -1.133 -5.947 0.797
C -0.879 -6.990 1.795
C -0.632 -6.329 -0.542
N -2.709 -3.866 -0.347
C -2.684 -2.346 -0.412
C -3.044 -4.456 -1.667
H -4.554 -7.663 1.196
H -3.323 -7.266 0.036
H -4.921 -6.342 0.119
H -5.002 -4.286 1.894
H -4.392 -5.075 3.430
H -5.476 -5.848 2.440
H -0.672 -6.469 2.730
H -1.800 -7.563 1.902
H 0.030 -7.548 1.573
H -1.201 -7.100 -1.061
H -0.685 -5.468 -1.209
H 0.391 -6.687 -0.431
H -3.688 -1.955 -0.577
H -2.220 -1.831 0.429
H -2.104 -2.092 -1.300
H -3.106 -5.538 -1.788
H -2.351 -4.080 -2.420
H -4.079 -4.224 -1.915
O 5.287 -5.222 0.540
P 4.775 -4.343 1.631
N 5.443 -5.052 3.116
C 5.523 -6.508 3.048
C 5.218 -4.491 4.397
N 3.135 -4.509 1.880
C 2.342 -3.740 2.784
C 2.334 -5.309 0.945
N 5.288 -2.693 1.654
C 4.537 -1.822 0.875
C 6.760 -2.401 1.544
H 6.358 -6.971 3.573
H 5.903 -6.747 2.054
H 4.518 -6.930 3.054
H 4.143 -4.383 4.539
H 5.605 -3.483 4.547
H 5.699 -5.113 5.153
H 1.560 -3.189 2.261
H 1.859 -4.420 3.486
H 2.824 -2.997 3.419
H 1.380 -5.493 1.439
H 2.000 -4.855 0.012
H 2.887 -6.236 0.794
H 4.655 -0.916 1.469
H 4.830 -1.625 -0.156
H 3.492 -2.103 1.007
H 7.301 -2.917 2.337
H 6.723 -1.312 1.535
H 7.145 -2.593 0.543
O -0.826 2.327 -6.575
P -0.314 3.622 -6.016
N 1.293 3.473 -5.422
C 2.222 2.516 -6.058
C 1.837 4.480 -4.501
N -1.230 3.985 -4.637
C -1.921 5.257 -4.421
C -1.328 3.089 -3.385
N -0.373 5.054 -6.988
C 0.356 6.312 -6.932
C -1.396 5.063 -8.096
H 2.068 2.704 -7.120
H 1.836 1.512 -5.880
H 3.201 2.849 -5.714
H 1.119 4.746 -3.725
H 2.199 5.332 -5.076
H 2.737 4.026 -4.088
H -2.815 4.987 -4.982
H -1.994 5.485 -3.357
H -1.220 5.936 -4.907
H -0.324 2.665 -3.347
H -1.644 3.693 -2.535
H -1.988 2.256 -3.626
H 1.321 6.220 -7.430
H -0.082 7.258 -7.250
H 0.624 6.506 -5.893
H -1.656 6.071 -8.420
H -2.339 4.646 -7.744
H -1.138 4.521 -9.006
O 0.325 -0.726 -3.405
P 1.600 -1.172 -4.080
N 1.257 -1.638 -5.816
C 0.117 -0.935 -6.448
C 2.123 -2.434 -6.777
N 2.370 -2.631 -3.534
C 2.853 -2.574 -2.220
C 1.636 -3.881 -3.764
N 2.883 -0.046 -4.218
C 3.332 0.623 -2.985
C 4.043 -0.212 -5.161
H -0.855 -1.358 -6.194
H 0.227 -1.217 -7.495
H 0.158 0.141 -6.276
H 2.820 -2.912 -6.089
H 2.645 -1.721 -7.415
H 1.763 -3.120 -7.543
H 3.792 -2.028 -2.123
H 2.096 -2.152 -1.560
H 3.156 -3.529 -1.790
H 2.172 -4.793 -3.498
H 0.748 -4.004 -3.144
H 1.316 -3.993 -4.799
H 2.662 0.330 -2.177
H 4.302 0.218 -2.696
H 3.568 1.681 -3.102
H 4.781 0.591 -5.164
H 3.618 -0.005 -6.143
H 4.456 -1.213 -5.041
O 0.409 3.302 7.520
P -0.801 3.283 6.626
N -1.689 4.809 6.777
C -1.146 5.935 5.988
C -2.479 5.004 7.979
N -1.907 1.983 6.653
C -1.666 0.760 7.417
C -3.331 2.180 6.364
N -0.554 3.244 4.918
C 0.842 3.284 4.523
C -1.594 3.428 3.820
H -1.099 6.807 6.640
H -1.725 5.989 5.066
H -0.090 5.746 5.794
H -1.984 5.727 8.627
H -2.530 4.108 8.598
H -3.396 5.529 7.713
H -2.125 0.864 8.400
H -2.194 -0.089 6.984
H -0.608 0.578 7.605
H -3.440 3.099 5.787
H -3.786 1.354 5.819
H -3.898 2.288 7.290
H 0.979 3.317 3.442
H 1.454 3.988 5.087
H 1.362 2.399 4.888
H -1.550 2.535 3.196
H -1.291 4.196 3.109
H -2.554 3.711 4.250
*
```

E_tot = -138167.3732 eV
Orbital gap (alpha / beta) = 7.2 / 2.6 eV
Highest occupied orbital energy (alpha / beta) = -9.54 / -9.54 eV